Formula: C24H42AsF6N2O8S4
Source: the OMol25 dataset
Level of theory: ωB97M-V/def2-TZVPD

```
87
Properties=species:S:1:pos:R:3:mulliken_charge:R:1
As -0.7517 -0.8074 -0.7904 2.05
F 0.3214 -1.7104 0.2429 -0.23
F -1.6483 -2.2850 -1.0410 -0.49
F -1.8166 0.0678 -1.8419 -0.54
F 0.1616 0.6463 -0.4225 -0.63
F 0.3122 -1.2034 -2.1493 -0.50
F -1.8309 -0.3271 0.5173 -0.55
C 3.1333 0.6651 2.1988 0.36
C 3.1397 0.2327 3.6648 -0.72
C 3.0118 1.5167 4.5150 -0.86
S 2.0098 2.6896 3.5100 1.11
O 2.8046 3.8614 3.1578 -0.72
O 0.7172 2.9462 4.1404 -0.59
C 1.9316 1.5581 2.0915 -0.39
H 3.0025 -0.1414 1.4791 -0.76
H 4.1017 1.1435 2.0246 0.41
H 4.0238 -0.2898 4.0247 0.48
H 2.2676 -0.4242 3.7193 0.30
H 3.9824 1.8740 4.8488 0.41
H 2.4241 1.3109 5.4099 0.41
H 1.6340 2.0754 1.1830 0.29
H 1.0345 0.9824 2.3531 0.28
C -3.6757 4.6713 0.6411 -0.87
C -2.2476 4.3180 0.2111 -0.50
C -1.7604 3.0832 1.0019 0.72
S -2.8656 2.7971 2.3531 1.09
O -2.0256 2.8841 3.5511 -0.61
O -3.7472 1.6840 2.2103 -0.64
C -3.8607 4.3380 2.1207 -0.73
H -4.5352 4.3235 0.0631 0.35
H -3.7641 5.7448 0.4394 0.35
H -1.6141 5.2008 0.2524 0.33
H -2.1566 3.9827 -0.8260 0.27
H -0.8049 3.3074 1.4790 -0.12
H -1.5576 2.1541 0.4660 -0.39
H -3.3635 5.1073 2.7195 0.30
H -4.8386 4.2605 2.5869 0.45
C -4.4393 -3.3776 -2.3408 -0.54
C -3.4536 -4.5136 -2.5405 -0.29
C -3.8089 -5.6840 -1.6239 -0.75
S -4.7131 -5.0419 -0.2399 1.09
O -3.8922 -5.1849 0.9446 -0.65
O -6.0418 -5.6248 -0.4050 -0.68
C -4.5858 -3.3010 -0.8162 -0.49
H -5.3961 -3.4612 -2.8561 0.37
H -3.9669 -2.4689 -2.7183 0.27
H -2.4499 -4.1432 -2.3324 -0.02
H -3.4174 -4.7868 -3.5992 0.40
H -2.9147 -6.1697 -1.2320 0.40
H -4.3558 -6.4520 -2.1656 0.34
H -3.6354 -3.0654 -0.3324 0.07
H -5.2750 -2.5904 -0.3642 0.50
C 1.5028 3.2119 -2.6681 -0.54
C 1.2652 4.3552 -1.6550 0.02
C 1.2815 5.6213 -2.5237 -0.88
S 0.6970 5.2217 -4.1862 1.12
O 1.8190 5.3867 -5.0766 -0.66
O -0.5962 5.8518 -4.4421 -0.67
C 0.6153 3.4443 -3.8593 -0.75
H 1.4919 2.2265 -2.2034 0.16
H 2.5156 3.2597 -3.0926 0.37
H 1.9883 4.4478 -0.8469 0.47
H 0.3043 4.1993 -1.1583 -0.33
H 2.3197 5.9466 -2.5991 0.40
H 0.7634 6.4272 -2.0032 0.41
H 0.7395 2.9822 -4.8359 0.52
H -0.4251 3.2367 -3.5783 0.31
N 1.8825 -3.8806 1.1746 0.32
C 1.6245 -5.1542 1.6693 -0.63
C 1.5538 -5.0399 3.0177 -0.68
C 1.9501 -3.7620 3.3849 -0.36
C 2.1741 -3.0524 2.2360 0.05
H 1.8342 -3.5764 0.2189 0.11
H 1.3905 -5.9693 1.0071 0.42
H 1.2633 -5.8694 3.6474 0.37
H 2.1368 -3.3338 4.3592 0.44
H 2.4220 -2.0449 1.9568 -0.15
N 2.8853 -2.4518 -2.3746 0.01
C 3.3576 -3.6972 -2.6780 -0.75
C 4.3472 -4.0009 -1.7974 -0.43
C 4.3592 -3.0001 -0.7876 -0.22
C 3.5050 -2.0051 -1.2218 -0.61
H 2.0282 -2.1053 -2.7729 0.35
H 2.9525 -4.2336 -3.5202 0.42
H 5.0601 -4.8029 -1.6718 0.38
H 4.9783 -3.0966 0.0880 0.39
H 3.2098 -1.1158 -0.6902 0.45
```

Values from the calculation:
E_HOMO: -0.2200 hartree
Charge: -1
Electronic energy: -6078.97616 hartree
Max |F|: 2.66 eV/Å
Kohn-Sham gap: 8.22 eV
Energy above the lowest of the compared OMol25 structures with the same formula, charge and spin: 0.000 eV